A molecular structure, C11H16AlI2O5SYb, computed with ωB97M-V/def2-TZVPD.

Positions of all 37 atoms, in Å:
I: 3.860 -1.731 -0.623
I: 4.601 0.885 -0.117
Yb: 0.332 1.902 0.721
Al: 1.109 -1.060 -0.214
S: 0.945 0.690 -1.597
C: -0.830 -1.713 -0.356
C: -1.469 -1.759 0.894
C: 0.620 0.107 -3.368
C: 1.583 0.918 -4.227
C: -0.813 0.467 -3.708
C: 0.908 -1.375 -3.520
C: -1.710 2.420 2.010
C: -1.816 1.140 -0.131
O: -2.314 -1.329 1.604
O: -1.474 -1.998 -1.386
O: -2.785 2.537 2.398
O: -2.892 0.793 -0.343
H: 1.425 0.633 -5.278
H: 2.626 0.699 -3.964
H: 1.429 2.002 -4.127
H: -0.986 0.261 -4.770
H: -1.019 1.527 -3.520
H: -1.505 -0.143 -3.132
H: 0.828 -1.604 -4.593
H: 0.169 -1.963 -2.969
H: 1.921 -1.603 -3.165
C: 2.515 -0.714 2.994
C: 1.050 -0.683 2.642
C: 0.232 0.125 3.615
O: 0.859 -0.063 1.301
H: 3.005 0.242 2.786
H: 3.052 -1.492 2.442
H: 2.616 -0.947 4.062
H: 0.647 -1.704 2.623
H: 0.495 1.195 3.591
H: -0.839 0.013 3.445
H: 0.433 -0.251 4.624

Net charge   +4
Kohn-Sham gap (spin up / spin down)   0.192 / 0.192 Ha
Multiplicity   2
<S²>   0.7513

A molecular structure, C11H16Br3FIN2, computed with ωB97M-V/def2-TZVPD.

Positions of all 34 atoms, in Å:
C: 3.909 -0.686 0.057
C: 3.182 -0.490 -1.273
N: 2.541 0.840 -1.341
C: 1.183 0.924 -1.102
C: 0.513 -0.006 -0.311
C: -0.846 0.100 -0.032
C: -1.544 -0.956 0.795
C: -2.054 -2.055 -0.150
F: -3.231 -1.611 -0.731
C: -1.519 1.182 -0.537
N: -0.876 2.100 -1.288
I: -2.054 3.683 -1.898
C: 0.433 2.016 -1.596
C: 1.032 3.118 -2.423
H: 4.825 -0.096 0.052
H: 4.212 -1.725 0.183
H: 3.308 -0.363 0.905
H: 2.478 -1.294 -1.493
H: 3.928 -0.515 -2.068
H: 2.829 1.343 -2.162
H: 1.051 -0.844 0.114
H: -2.395 -0.486 1.286
H: -0.857 -1.373 1.524
H: -1.339 -2.182 -0.965
H: -2.224 -2.997 0.366
H: -2.573 1.314 -0.346
H: 0.429 3.331 -3.303
H: 1.112 4.015 -1.806
H: 2.029 2.879 -2.777
C: -3.525 -1.923 4.548
Br: -4.253 -0.287 5.240
Br: -4.351 -2.416 2.875
Br: -1.602 -1.833 4.402
H: -3.751 -2.706 5.257

Net charge   +1
Kohn-Sham gap   0.284 Ha

A molecular structure, C11H16Br8CoF9O9S3, computed with ωB97M-V/def2-TZVPD.

Positions of all 57 atoms, in Å:
Co: -10.833 -11.387 -6.079
C: -6.599 -9.868 -6.704
F: -6.457 -11.045 -7.337
F: -6.145 -10.023 -5.455
F: -5.873 -8.970 -7.328
S: -8.372 -9.348 -6.690
O: -8.484 -8.444 -5.571
O: -8.590 -8.656 -7.936
O: -9.078 -10.648 -6.639
C: -14.409 -13.128 -7.706
F: -14.642 -14.358 -7.246
F: -13.321 -13.171 -8.490
F: -15.405 -12.685 -8.456
S: -14.136 -11.919 -6.310
O: -14.950 -12.409 -5.237
O: -12.674 -12.003 -6.073
O: -14.532 -10.650 -6.844
C: -10.783 -15.177 -5.460
F: -10.965 -16.092 -6.384
F: -11.954 -14.679 -5.051
F: -10.184 -15.722 -4.401
S: -9.735 -13.813 -6.112
O: -10.524 -13.122 -7.156
O: -9.604 -12.780 -5.063
O: -8.570 -14.445 -6.629
Br: -12.236 -20.890 -9.635
C: -10.756 -19.733 -10.096
C: -10.389 -18.756 -9.019
Br: -8.724 -17.912 -9.585
H: -10.964 -19.216 -11.030
H: -9.879 -20.336 -10.321
H: -10.131 -19.225 -8.073
H: -11.157 -18.021 -8.793
Br: -8.342 -12.522 -10.965
C: -7.602 -14.189 -10.271
C: -6.429 -13.833 -9.399
Br: -5.752 -15.503 -8.609
H: -7.272 -14.724 -11.157
H: -8.349 -14.772 -9.748
H: -6.754 -13.234 -8.553
H: -5.582 -13.343 -9.860
Br: -17.156 -17.980 -3.387
C: -15.397 -18.117 -4.271
C: -15.623 -18.341 -5.739
Br: -15.813 -20.247 -6.119
H: -14.933 -18.979 -3.813
H: -14.943 -17.164 -4.044
H: -14.767 -18.007 -6.326
H: -16.499 -17.885 -6.179
Br: -5.845 -19.009 -7.629
C: -5.475 -17.974 -5.992
C: -6.783 -17.463 -5.408
Br: -8.024 -18.881 -4.948
H: -4.884 -17.174 -6.420
H: -4.923 -18.641 -5.340
H: -7.218 -16.833 -6.179
H: -6.600 -16.971 -4.460

Net charge   -1
Kohn-Sham gap (spin up / spin down)   0.367 / 0.342 Ha
Multiplicity   4
<S²>   3.7554

A molecular structure, C11H16Cl3MoNOS, computed with ωB97M-V/def2-TZVPD.

Positions of all 34 atoms, in Å:
C: -1.066 -1.311 0.284
C: 0.324 -1.633 0.243
C: 0.922 -1.039 -0.917
C: 0.980 -2.625 1.140
C: -0.058 -0.273 -1.615
C: -1.353 -0.479 -0.937
C: -2.555 0.322 -1.111
C: -1.966 -1.741 1.395
C: 2.291 -1.362 -1.400
C: 0.212 0.460 -2.888
Mo: -0.114 0.730 0.415
Cl: 0.686 -1.569 4.830
Cl: -0.369 3.081 -0.120
Cl: 2.206 1.069 0.656
H: 0.703 -2.457 2.195
H: 2.070 -2.565 1.066
H: 0.665 -3.630 0.823
H: 3.001 -1.439 -0.564
H: 2.652 -0.607 -2.108
H: 2.281 -2.328 -1.933
H: 1.261 0.724 -3.037
H: -0.374 1.373 -2.936
H: -0.079 -0.139 -3.746
H: -2.409 0.967 -1.998
H: -2.681 1.029 0.269
H: -3.522 -0.193 -1.156
H: -1.406 -2.447 2.007
H: -2.894 -2.242 1.114
H: -2.269 -0.846 1.986
O: -2.155 1.306 1.193
H: -2.136 2.285 1.167
S: 1.567 6.301 0.741
C: 2.460 5.816 2.005
N: 3.125 5.467 2.939

Net charge   -2
Kohn-Sham gap (spin up / spin down)   0.191 / 0.187 Ha
Multiplicity   3
<S²>   2.0383
ΔE to the lowest compared entry with this formula, charge and spin   0.0000 eV

Please write out number 4 again, unchanged.
A molecular structure, C11H16Cl3MoNOS, computed with ωB97M-V/def2-TZVPD.

Positions of all 34 atoms, in Å:
C: -1.066 -1.311 0.284
C: 0.324 -1.633 0.243
C: 0.922 -1.039 -0.917
C: 0.980 -2.625 1.140
C: -0.058 -0.273 -1.615
C: -1.353 -0.479 -0.937
C: -2.555 0.322 -1.111
C: -1.966 -1.741 1.395
C: 2.291 -1.362 -1.400
C: 0.212 0.460 -2.888
Mo: -0.114 0.730 0.415
Cl: 0.686 -1.569 4.830
Cl: -0.369 3.081 -0.120
Cl: 2.206 1.069 0.656
H: 0.703 -2.457 2.195
H: 2.070 -2.565 1.066
H: 0.665 -3.630 0.823
H: 3.001 -1.439 -0.564
H: 2.652 -0.607 -2.108
H: 2.281 -2.328 -1.933
H: 1.261 0.724 -3.037
H: -0.374 1.373 -2.936
H: -0.079 -0.139 -3.746
H: -2.409 0.967 -1.998
H: -2.681 1.029 0.269
H: -3.522 -0.193 -1.156
H: -1.406 -2.447 2.007
H: -2.894 -2.242 1.114
H: -2.269 -0.846 1.986
O: -2.155 1.306 1.193
H: -2.136 2.285 1.167
S: 1.567 6.301 0.741
C: 2.460 5.816 2.005
N: 3.125 5.467 2.939

Net charge   -2
Kohn-Sham gap (spin up / spin down)   0.191 / 0.187 Ha
Multiplicity   3
<S²>   2.0383
ΔE to the lowest compared entry with this formula, charge and spin   0.0000 eV

> Look up the net charge of the fourth one.

-2

> What is the formula in the second record?

C11H16Br3FIN2